C19H38AsN2SSe2Si2Te3Zr | the ωB97M-V functional and the def2-TZVPD basis

Results
Total charge ... +1
ΔE to the lowest compared entry with this formula, charge and spin ... 13.04 kcal per mole
Electronic energy ... -264581.48346 eV
Kohn-Sham gap ... 0.234 Ha

Element x y z (Å)
Zr  -0.09  -0.56  -0.49
Se  -0.70  0.58  1.79
Te  -0.34  2.60  0.30
Te  -1.85  1.64  -1.73
Se  -0.34  0.10  -3.01
C  -4.40  -2.16  0.05
Te  -2.68  -2.26  -1.21
C  -3.94  -1.25  -2.60
C  -5.33  -1.69  -2.22
C  -6.38  -1.64  -3.13
C  -7.66  -2.03  -2.74
C  -7.88  -2.47  -1.45
C  -6.84  -2.52  -0.54
C  -5.56  -2.13  -0.92
H  -4.36  -1.27  0.67
H  -4.43  -3.04  0.69
H  -3.66  -1.54  -3.61
H  -3.83  -0.17  -2.50
H  -6.20  -1.30  -4.14
H  -8.47  -1.99  -3.46
H  -8.88  -2.78  -1.14
H  -7.01  -2.87  0.47
C  4.44  -2.53  0.84
N  4.02  -1.13  0.67
C  3.78  -0.43  1.92
C  3.55  -0.67  -0.49
S  2.32  0.58  -0.48
N  4.04  -1.10  -1.65
C  5.39  -1.64  -1.79
C  3.27  -0.99  -2.89
H  4.11  -3.12  0.00
H  5.52  -2.62  0.97
H  3.94  -2.91  1.73
H  4.54  -0.74  2.63
H  2.79  -0.67  2.31
H  3.84  0.65  1.77
H  6.00  -1.33  -0.94
H  5.83  -1.23  -2.69
H  5.41  -2.73  -1.87
H  2.58  -1.82  -2.99
H  3.97  -1.01  -3.73
H  2.71  -0.06  -2.91
C  1.52  -5.58  1.34
Si  0.42  -4.07  1.20
C  0.64  -2.98  2.71
C  -1.38  -4.61  1.22
As  1.04  -2.91  -0.76
Si  0.78  -4.44  -2.54
C  2.43  -5.30  -2.68
C  0.42  -3.48  -4.11
C  -0.56  -5.71  -2.25
H  1.32  -6.10  2.28
H  2.58  -5.32  1.31
H  1.33  -6.28  0.52
H  0.45  -3.59  3.59
H  -0.10  -2.17  2.72
H  1.63  -2.54  2.81
H  -1.49  -5.40  1.97
H  -1.74  -5.00  0.27
H  -2.03  -3.79  1.52
H  3.20  -4.63  -3.07
H  2.36  -6.16  -3.35
H  2.78  -5.67  -1.71
H  1.31  -2.98  -4.49
H  -0.36  -2.73  -3.97
H  0.08  -4.17  -4.88
H  -0.30  -6.39  -1.44
H  -0.65  -6.30  -3.16
H  -1.53  -5.26  -2.05

Here are the natural (NBO) charges for atoms 1 to 2, given in e: number 1, Zr, carries 0.54; number 2, Se, carries -0.39